# C21H21N5O2

One molecule with the formula C21H21N5O2 in a non-equilibrium geometry (wB97M-V/def2-TZVPD, the OMol25 dataset).

## Properties
* highest occupied orbital energy: -7.93 eV
* LUMO: 0.31 eV
* SMILES string: COc1ccc(OCCn2c(C)c(/C=N/n3cnnc3)c3ccccc32)cc1
* relative energy (zero: lowest compared OMol25 entry of this formula, charge and spin): 51.9 kcal/mol

Cartesian coordinates (Å):
C1 -5.88601 -3.39846 -0.21994
H1 -6.70978 -3.90021 0.28512
O1 -5.68774 -2.19465 0.48084
C2 -4.70713 -1.34972 0.05500
C3 -4.56245 -0.16797 0.77780
C4 -3.60074 0.76434 0.44112
C5 -2.75571 0.53284 -0.63939
C6 -2.89944 -0.64821 -1.36219
C7 -3.86112 -1.58090 -1.02544
H2 -3.93892 -2.48109 -1.61340
H3 -2.24196 -0.81876 -2.20013
O2 -1.77100 1.37942 -1.08355
C8 -1.45336 2.52326 -0.33509
C9 -0.65326 2.19656 0.94183
N1 0.66728 1.72679 0.62654
C10 1.08235 0.43210 0.58172
C11 2.40952 0.38630 0.16999
C12 3.25096 -0.74711 -0.00244
N2 2.85398 -1.94755 0.20379
N3 3.71076 -2.98443 0.04175
C13 5.07429 -3.06918 -0.04013
N4 5.43727 -4.30956 -0.15529
N5 4.32976 -5.07268 -0.16240
C14 3.30596 -4.28722 -0.03547
H4 2.27885 -4.58358 -0.00538
H5 5.74703 -2.23912 0.01225
H6 4.26945 -0.52340 -0.33066
C15 2.81889 1.74540 -0.05858
C16 4.00573 2.34281 -0.47180
C17 4.04968 3.71639 -0.58236
C18 2.93632 4.50252 -0.28740
C19 1.74704 3.93478 0.12358
C20 1.69840 2.55233 0.23358
H7 0.89113 4.55291 0.34992
H8 3.00692 5.57546 -0.38367
H9 4.96175 4.19761 -0.90217
H10 4.87645 1.74770 -0.70206
C21 0.20468 -0.70285 0.95328
H11 -0.15957 -0.59550 1.97578
H12 -0.65694 -0.76416 0.28896
H13 0.77881 -1.62040 0.87511
H14 -0.57162 3.10251 1.54971
H15 -1.17592 1.42983 1.51641
H16 -0.83476 3.12855 -1.00355
H17 -2.35241 3.09531 -0.07477
H18 -3.53331 1.66724 1.02772
H19 -5.22241 0.00644 1.61254
H20 -4.99747 -4.03698 -0.18313
H21 -6.16025 -3.21570 -1.26397